1.
# C4H6O2S2

A 2-piece molecular cluster, C4H6O2S2 overall at a distorted geometry (ωB97M-V/def2-TZVPD, the Open Molecules 2025 dataset).

Computed properties:
HOMO-LUMO gap = 8.71 eV
HOMO level = -8.669 eV

Structure (XYZ):
```
14
Properties=species:S:1:pos:R:3:forces:R:3
C 2.863 -1.841 0.330 2.408 1.388 -1.203
C 1.761 -1.340 0.841 2.353 0.855 -1.442
C -2.961 1.823 -0.962 1.013 -0.100 -1.321
C -3.164 1.557 0.257 1.529 -2.270 1.611
O 0.577 0.961 1.324 -0.378 -0.277 -0.505
O 0.627 -0.440 -1.014 0.198 -0.033 1.557
S -2.679 2.126 -2.437 0.204 0.416 -1.312
S 1.427 0.328 0.321 -0.320 -0.835 -0.759
H 3.351 -2.790 0.406 -0.649 -0.852 0.621
H 3.583 -1.206 -0.269 -1.205 -0.271 0.500
H 1.170 -1.916 1.433 -2.186 -1.038 1.688
H -4.075 1.849 0.571 -2.994 1.302 1.506
H 0.233 0.143 -1.649 -0.284 1.075 -0.464
H -2.714 0.748 0.849 0.310 0.641 -0.476
```
Positions in Å, forces in eV/Å.

The net atomic charges from Mulliken, expressed in e, are: atom 1 (C): -0.49, atom 2 (C): -0.21, atom 3 (C): 0.26, atom 4 (C): -0.44, atom 5 (O): -0.52, atom 6 (O): -0.45, atom 7 (S): -0.39, atom 8 (S): 0.53, atom 9 (H): 0.28, atom 10 (H): 0.16, atom 11 (H): 0.42, atom 12 (H): 0.31, atom 13 (H): 0.29, atom 14 (H): 0.26

=====

2.
# C4H6O3S

A 2-piece molecular cluster, C4H6O3S overall at a distorted geometry (ωB97M-V/def2-TZVPD, the Open Molecules 2025 dataset).

Computed properties:
HOMO-LUMO gap = 8.30 eV
HOMO level = -9.110 eV
SMILES = C=S(=O)=O.CC=C=O

Structure (XYZ):
```
14
Properties=species:S:1:pos:R:3:forces:R:3
C -1.206 -1.835 0.266 0.489 3.198 1.115
S -1.968 -0.342 -0.175 0.689 -4.393 0.120
O -2.409 0.461 0.917 0.229 0.677 -0.059
O -2.576 -0.300 -1.477 0.262 0.423 0.501
H -0.788 -2.409 -0.568 -0.258 0.393 0.228
H -0.517 -1.603 1.194 -1.664 -0.800 -1.921
C 1.073 0.527 0.409 3.186 1.092 0.780
C 0.466 0.838 -0.910 0.805 -1.697 0.691
C 0.631 0.275 -2.086 -0.590 -0.202 -0.457
O 0.621 -0.196 -3.148 0.380 0.213 0.718
H 1.846 1.371 0.688 -1.075 -1.697 -0.703
H 1.587 -0.419 0.308 0.567 -0.152 0.242
H 0.539 0.450 1.356 -1.112 0.117 -0.635
H -0.118 1.660 -0.888 -1.909 2.828 -0.620
```
Positions in Å, forces in eV/Å.

The net atomic charges from Mulliken, expressed in e, are: atom 1 (C): -0.59, atom 2 (S): 0.91, atom 3 (O): -0.48, atom 4 (O): -0.49, atom 5 (H): 0.34, atom 6 (H): 0.25, atom 7 (C): -1.02, atom 8 (C): -0.81, atom 9 (C): 0.81, atom 10 (O): -0.36, atom 11 (H): 0.26, atom 12 (H): 0.38, atom 13 (H): 0.27, atom 14 (H): 0.52

=====

3.
# C4H6O3S2

One molecule with the formula C4H6O3S2 at a distorted geometry (ωB97M-V/def2-TZVPD, the Open Molecules 2025 dataset).

Computed properties:
HOMO-LUMO gap (spin up / spin down) = 8.27 / 8.27 eV
HOMO level (spin up / spin down) = -9.115 / -9.115 eV
SMILES = C=[S@@]1(=O)C=C1S(C)(=O)=O

Structure (XYZ):
```
15
Properties=species:S:1:pos:R:3:forces:R:3
C 0.039 1.418 -1.728 -1.798 -1.947 -0.254
S -1.008 1.344 -0.392 1.110 -1.773 1.514
O -0.875 2.512 0.422 -0.559 1.299 0.407
C -2.257 0.158 0.199 6.066 0.400 0.392
C -0.904 -0.153 0.568 -3.892 2.223 -3.135
S 0.231 -1.452 0.904 -1.128 -0.184 2.149
C 1.836 -0.673 0.589 0.228 -0.725 -0.349
O -0.045 -1.728 2.327 1.183 0.114 -2.269
O -0.007 -2.425 -0.128 0.418 -0.062 0.369
H -0.124 2.321 -2.310 -0.023 0.089 0.181
H -0.187 0.475 -2.301 0.567 0.850 0.246
H -3.239 -0.205 0.154 -1.161 -0.603 0.039
H 1.760 0.408 0.643 -0.400 0.154 -0.736
H 2.517 -0.864 1.397 0.104 -0.734 0.624
H 2.263 -1.135 -0.345 -0.715 0.899 0.821
```
Positions in Å, forces in eV/Å.

The net atomic charges from Mulliken, expressed in e, are: atom 1 (C): -0.80, atom 2 (S): 0.67, atom 3 (O): -0.59, atom 4 (C): -0.45, atom 5 (C): 0.07, atom 6 (S): 1.21, atom 7 (C): -0.94, atom 8 (O): -0.62, atom 9 (O): -0.58, atom 10 (H): 0.31, atom 11 (H): 0.27, atom 12 (H): 0.40, atom 13 (H): 0.33, atom 14 (H): 0.41, atom 15 (H): 0.31